# 1
{"formula": "C30H33N12ORuS2", "method": "ωB97M-V/def2-TZVPD", "elements": ["Ru", "C", "C", "C", "C", "N", "C", "N", "C", "N", "C", "N", "C", "C", "C", "C", "C", "N", "C", "C", "C", "C", "C", "C", "H", "H", "H", "H", "H", "H", "H", "H", "H", "H", "H", "H", "C", "N", "C", "S", "N", "C", "H", "H", "H", "H", "H", "H", "H", "H", "C", "N", "C", "C", "N", "C", "S", "H", "H", "H", "H", "H", "H", "C", "N", "C", "C", "C", "N", "C", "O", "N", "H", "H", "H", "H", "H", "H", "H"], "xyz": [[0.631, -0.327, -0.770], [-0.408, 3.418, -2.286], [-1.724, 3.296, -2.644], [-2.255, 2.032, -2.863], [-1.496, 0.882, -2.532], [-0.242, 0.985, -2.100], [0.414, 2.243, -2.116], [-2.125, -0.314, -2.706], [-1.686, -1.448, -2.283], [-0.614, -1.676, -1.444], [-0.553, -3.019, -1.130], [0.276, -3.618, -0.362], [1.379, -3.097, 0.261], [2.161, -4.037, 0.952], [3.333, -3.663, 1.565], [3.714, -2.324, 1.503], [2.906, -1.438, 0.831], [1.755, -1.790, 0.215], [-1.641, -3.706, -1.839], [-1.997, -5.038, -1.888], [-3.074, -5.378, -2.703], [-3.764, -4.412, -3.430], [-3.407, -3.068, -3.368], [-2.335, -2.734, -2.564], [0.060, 4.389, -2.187], [-2.329, 4.177, -2.813], [-3.255, 1.900, -3.249], [1.255, 2.261, -2.826], [1.807, -5.057, 0.967], [3.948, -4.391, 2.076], [4.621, -1.974, 1.974], [3.167, -0.388, 0.796], [-1.452, -5.777, -1.317], [-3.371, -6.416, -2.779], [-4.590, -4.713, -4.060], [-3.937, -2.313, -3.933], [0.582, 2.560, 5.106], [1.746, 2.530, 4.225], [2.062, 1.625, 3.299], [3.223, 2.013, 2.107], [1.539, 0.399, 3.284], [0.895, -0.338, 4.365], [0.189, 3.575, 5.123], [0.841, 2.276, 6.126], [-0.196, 1.902, 4.731], [2.327, 3.350, 4.228], [1.674, -0.097, 2.424], [1.163, 0.091, 5.326], [1.256, -1.365, 4.338], [-0.191, -0.358, 4.259], [-3.057, 1.575, 0.808], [-3.361, 0.182, 0.534], [-4.558, -0.299, 0.050], [-4.466, -1.647, 0.005], [-3.209, -1.964, 0.461], [-2.526, -0.847, 0.776], [-0.963, -0.775, 1.440], [-3.431, 2.193, -0.004], [-1.978, 1.697, 0.894], [-3.532, 1.882, 1.740], [-5.377, 0.351, -0.202], [-5.175, -2.392, -0.310], [-2.835, -2.893, 0.574], [1.414, 4.438, 0.324], [2.004, 3.400, -0.505], [3.144, 3.581, -1.176], [3.785, 2.561, -1.823], [3.304, 1.234, -1.633], [2.194, 1.039, -0.938], [1.331, 2.135, -0.619], [0.503, 1.791, 0.315], [3.993, 0.181, -2.084], [1.396, 5.390, -0.209], [1.995, 4.548, 1.239], [0.406, 4.131, 0.589], [3.552, 4.585, -1.170], [4.697, 2.735, -2.371], [4.847, 0.307, -2.601], [3.625, -0.751, -1.992]], "energy_ha": -2786.1066, "homo_energy_ev": [-12.2, -12.2], "total_charge": 2, "gap_ev": [4.743, 4.560], "e_above_lowest_kcal_mol": 120.35, "s2": 0.862, "spin_multiplicity": 2, "fmax_ev_per_a": 3.1}

=====

# 2
{"formula": "C30H33NO5", "method": "ωB97M-V/def2-TZVPD", "elements": ["C", "O", "C", "C", "C", "C", "C", "C", "C", "C", "C", "C", "C", "C", "C", "C", "C", "C", "C", "C", "N", "C", "C", "C", "C", "C", "O", "O", "C", "C", "C", "O", "C", "O", "C", "C", "H", "H", "H", "H", "H", "H", "H", "H", "H", "H", "H", "H", "H", "H", "H", "H", "H", "H", "H", "H", "H", "H", "H", "H", "H", "H", "H", "H", "H", "H", "H", "H", "H"], "xyz": [[-0.190, 6.373, -4.953], [-1.363, 6.161, -4.141], [-1.434, 5.015, -3.405], [-2.706, 4.654, -2.901], [-2.858, 3.434, -2.274], [-1.744, 2.656, -1.947], [-1.916, 1.375, -1.141], [-1.604, 0.118, -1.962], [-1.932, -1.132, -1.410], [-1.725, -2.304, -2.129], [-1.284, -2.261, -3.455], [-1.227, -3.508, -4.293], [-0.935, -1.024, -4.004], [-1.122, 0.152, -3.277], [-1.193, 1.433, 0.216], [-0.039, 0.434, 0.408], [0.638, 0.456, 1.763], [1.950, 0.930, 1.868], [2.701, 0.691, 3.005], [2.135, -0.005, 4.096], [2.897, -0.284, 5.245], [3.042, 0.733, 6.268], [4.070, -1.133, 5.164], [0.782, -0.429, 4.009], [0.065, -0.226, 2.840], [-2.236, 1.196, 1.306], [-2.782, 0.116, 1.439], [-2.490, 2.207, 2.198], [-2.613, 3.546, 1.653], [-3.882, 3.743, 0.862], [-2.574, 4.520, 2.821], [-1.468, 3.799, 0.799], [-0.591, 2.811, 0.475], [0.591, 3.068, 0.330], [-0.491, 3.007, -2.451], [-0.318, 4.178, -3.176], [-0.424, 7.284, -5.496], [0.697, 6.515, -4.322], [-0.027, 5.534, -5.645], [-3.552, 5.322, -3.075], [-3.854, 3.096, -1.986], [-2.993, 1.297, -0.917], [-2.328, -1.172, -0.391], [-1.912, -3.276, -1.660], [-0.529, -3.388, -5.127], [-0.929, -4.368, -3.685], [-2.202, -3.760, -4.734], [-0.531, -0.968, -5.013], [-0.872, 1.092, -3.765], [0.715, 0.666, -0.360], [-0.419, -0.585, 0.261], [2.380, 1.486, 1.032], [3.741, 1.023, 3.053], [2.091, 1.248, 6.437], [3.363, 0.235, 7.188], [3.809, 1.480, 5.997], [3.856, -2.040, 4.583], [4.931, -0.612, 4.712], [4.333, -1.414, 6.191], [0.340, -0.964, 4.846], [-0.948, -0.624, 2.733], [-3.992, 2.975, 0.092], [-4.729, 3.683, 1.555], [-3.869, 4.735, 0.391], [-1.673, 4.376, 3.418], [-2.614, 5.546, 2.446], [-3.452, 4.338, 3.446], [0.368, 2.347, -2.287], [0.664, 4.428, -3.583]], "energy_ha": -1593.9212, "homo_energy_ev": -8.0, "gap_ev": 8.686, "e_above_lowest_kcal_mol": 0.00, "smiles": "COc1ccc([C@@H](c2ccc(C)cc2)C2(Cc3ccc(N(C)C)cc3)C(=O)OC(C)(C)OC2=O)cc1", "fmax_ev_per_a": 2.0}

=====

# 3
{"formula": "C30H34AsN11O10S4W", "method": "ωB97M-V/def2-TZVPD", "elements": ["W", "C", "N", "C", "C", "N", "N", "C", "N", "N", "H", "H", "H", "H", "H", "H", "H", "H", "H", "H", "H", "O", "C", "C", "C", "C", "C", "C", "C", "O", "N", "N", "C", "S", "C", "C", "S", "H", "H", "H", "H", "H", "H", "H", "H", "H", "N", "C", "C", "C", "C", "C", "C", "S", "O", "O", "N", "C", "N", "C", "C", "C", "N", "H", "H", "H", "H", "H", "H", "H", "H", "H", "O", "As", "O", "O", "C", "C", "C", "C", "C", "C", "S", "O", "O", "O", "H", "H", "H", "H", "H"], "xyz": [[0.023, -0.066, 0.308], [4.695, 0.804, 0.205], [4.002, 1.253, 1.399], [4.735, 2.260, 2.133], [2.640, 1.084, 1.500], [1.989, 0.101, 1.065], [2.028, 2.199, 2.193], [0.705, 2.503, 2.126], [0.347, 3.725, 2.614], [-0.153, 1.632, 1.712], [5.337, 1.611, -0.153], [3.982, 0.560, -0.580], [5.306, -0.076, 0.414], [5.782, 1.960, 2.137], [4.411, 2.316, 3.171], [4.673, 3.254, 1.666], [3.050, -1.142, 0.099], [2.635, 2.979, 2.405], [1.013, 4.480, 2.584], [-0.608, 3.983, 2.418], [-1.133, 1.967, 1.786], [-0.785, -0.300, 4.747], [-0.198, -1.481, 5.006], [-0.218, -1.940, 6.322], [0.376, -3.138, 6.659], [1.012, -3.904, 5.686], [1.036, -3.476, 4.380], [0.430, -2.265, 4.008], [0.397, -1.873, 2.616], [-0.175, -0.748, 2.221], [0.863, -2.711, 1.706], [0.750, -2.288, 0.442], [1.102, -3.215, -0.505], [-0.038, -3.875, -1.648], [1.319, -4.568, -2.673], [2.468, -5.061, -1.802], [2.314, -4.425, -0.081], [-0.758, -0.137, 3.782], [-0.715, -1.332, 7.062], [0.342, -3.478, 7.683], [1.481, -4.837, 5.960], [1.509, -4.054, 3.603], [1.621, -3.724, -3.297], [0.888, -5.368, -3.267], [3.416, -4.694, -2.192], [2.504, -6.147, -1.721], [-3.316, 3.782, -4.513], [-3.474, 3.188, -3.289], [-3.667, 1.806, -3.187], [-3.708, 1.191, -1.952], [-3.564, 1.951, -0.806], [-3.416, 3.325, -0.886], [-3.390, 3.947, -2.117], [-3.336, 1.188, 0.788], [-2.758, 2.219, 1.637], [-4.567, 0.637, 1.274], [-2.175, 0.010, 0.721], [-2.582, -1.196, 0.323], [-1.730, -2.196, 0.652], [-2.148, -3.437, 0.472], [-3.381, -3.734, -0.088], [-4.129, -2.641, -0.498], [-3.745, -1.397, -0.300], [-3.560, 3.258, -5.333], [-3.383, 4.782, -4.569], [-3.757, 1.216, -4.087], [-3.840, 0.125, -1.857], [-3.303, 3.885, 0.028], [-3.270, 5.019, -2.177], [-1.454, -4.210, 0.782], [-3.713, -4.749, -0.226], [-5.083, -2.753, -1.000], [3.423, -1.603, -0.675], [0.990, -0.425, -2.001], [1.170, -1.571, -3.229], [-0.605, -0.747, -1.280], [0.453, 1.128, -3.283], [0.460, 0.955, -4.667], [0.181, 2.020, -5.509], [-0.089, 3.279, -4.989], [-0.123, 3.463, -3.618], [0.153, 2.387, -2.797], [0.051, 2.479, -1.040], [-0.101, 3.831, -0.574], [1.258, 1.810, -0.523], [-1.036, 1.563, -0.661], [3.596, -2.513, -0.412], [0.694, -0.037, -5.036], [0.178, 1.882, -6.581], [-0.259, 4.117, -5.645], [-0.345, 4.417, -3.168]], "energy_ha": -6413.8536, "homo_energy_ev": [-7.0, -7.5], "gap_ev": [5.328, 4.571], "e_above_lowest_kcal_mol": 127.22, "s2": 2.015, "spin_multiplicity": 3, "fmax_ev_per_a": 5.0}

=====

# 4
{"formula": "C30H34BN6O4S5Y", "method": "ωB97M-V/def2-TZVPD", "elements": ["Y", "C", "C", "S", "C", "C", "S", "C", "C", "S", "H", "H", "H", "H", "H", "H", "H", "H", "H", "H", "H", "H", "C", "N", "C", "C", "N", "B", "N", "C", "C", "N", "C", "C", "S", "C", "S", "H", "H", "H", "H", "H", "H", "H", "H", "H", "H", "H", "H", "O", "C", "O", "C", "O", "O", "N", "C", "C", "C", "C", "C", "C", "C", "H", "H", "H", "H", "H", "N", "C", "C", "C", "C", "C", "C", "C", "H", "H", "H", "H", "H"], "xyz": [[-1.304, -0.319, 0.335], [2.849, -3.605, -1.107], [3.182, -3.236, 0.330], [2.072, -1.949, 1.026], [3.140, -0.473, 1.101], [3.616, 0.038, -0.239], [2.234, 0.574, -1.317], [2.791, -0.089, -2.929], [2.515, -1.567, -3.127], [3.778, -2.652, -2.359], [1.787, -3.463, -1.307], [3.122, -4.647, -1.288], [4.211, -2.896, 0.437], [3.027, -4.104, 0.973], [3.996, -0.707, 1.737], [2.513, 0.269, 1.599], [4.153, -0.735, -0.783], [4.263, 0.903, -0.087], [3.851, 0.141, -3.037], [2.226, 0.484, -3.664], [2.540, -1.796, -4.195], [1.537, -1.839, -2.728], [-1.784, -4.530, 0.083], [-2.535, -3.828, -0.917], [-3.834, -4.090, -1.250], [-4.173, -3.205, -2.218], [-3.104, -2.395, -2.474], [-3.181, -1.409, -3.680], [-1.961, -0.457, -3.750], [-1.091, -0.428, -4.797], [-0.330, 0.688, -4.703], [-0.738, 1.352, -3.576], [-0.226, 2.604, -3.108], [-1.725, 0.624, -2.997], [-2.542, 1.114, -1.577], [-2.123, -2.772, -1.655], [-0.548, -2.093, -1.516], [-2.265, -4.405, 1.055], [-0.777, -4.112, 0.122], [-1.739, -5.591, -0.175], [-4.396, -4.866, -0.770], [-5.093, -3.073, -2.747], [-3.170, -2.068, -4.674], [-4.159, -0.748, -3.545], [-1.096, -1.200, -5.538], [0.440, 1.071, -5.340], [-0.045, 3.264, -3.955], [0.703, 2.458, -2.549], [-0.972, 3.046, -2.448], [-2.854, 0.199, 3.824], [-2.815, -0.073, 2.635], [-2.461, 0.714, 1.690], [-3.125, -1.528, 2.124], [-3.842, -2.295, 2.731], [-2.501, -1.780, 1.027], [-0.005, -0.523, 2.295], [0.198, -0.305, 3.408], [0.516, -0.005, 4.740], [1.757, -0.391, 5.258], [2.081, -0.048, 6.555], [1.188, 0.678, 7.330], [-0.048, 1.043, 6.818], [-0.397, 0.705, 5.525], [2.442, -0.955, 4.643], [3.031, -0.351, 6.967], [1.455, 0.951, 8.339], [-0.745, 1.592, 7.430], [-1.366, 0.951, 5.113], [-0.036, 1.654, 0.423], [-0.058, 2.801, 0.334], [-0.106, 4.196, 0.185], [1.028, 4.978, 0.420], [0.949, 6.349, 0.272], [-0.242, 6.941, -0.121], [-1.366, 6.162, -0.357], [-1.311, 4.791, -0.201], [1.951, 4.499, 0.707], [1.815, 6.962, 0.473], [-0.297, 8.014, -0.235], [-2.293, 6.629, -0.650], [-2.175, 4.166, -0.372]], "energy_ha": -3847.4700, "homo_energy_ev": -7.8, "gap_ev": 7.326, "e_above_lowest_kcal_mol": 23.09, "fmax_ev_per_a": 3.6}

=====

# 5
{"formula": "C30H34BrCaN6O3P", "method": "ωB97M-V/def2-TZVPD", "elements": ["Ca", "Br", "C", "C", "C", "C", "C", "C", "N", "N", "C", "C", "C", "C", "O", "C", "N", "C", "C", "C", "C", "H", "H", "H", "H", "H", "H", "H", "H", "H", "O", "C", "O", "C", "C", "C", "C", "C", "N", "H", "H", "H", "H", "C", "P", "C", "C", "H", "H", "H", "H", "H", "H", "H", "H", "H", "C", "C", "N", "C", "C", "N", "C", "C", "H", "H", "H", "H", "H", "H", "H", "H", "H", "H", "H", "H"], "xyz": [[-1.496, -1.038, -0.193], [7.083, 7.486, 1.331], [6.643, 5.739, 1.532], [6.916, 4.804, 0.509], [6.511, 3.480, 0.669], [5.677, 3.103, 1.723], [5.440, 4.048, 2.739], [5.940, 5.312, 2.676], [5.020, 1.847, 1.701], [4.202, 1.646, 2.713], [3.307, 0.524, 2.637], [2.352, 0.331, 3.647], [1.051, -0.077, 3.391], [0.617, -0.183, 2.024], [-0.585, -0.091, 1.608], [1.638, -0.491, 1.029], [1.293, -1.010, -0.161], [2.221, -1.460, -0.969], [3.581, -1.282, -0.703], [3.957, -0.503, 0.376], [2.988, -0.115, 1.363], [7.557, 5.089, -0.368], [6.699, 2.704, -0.066], [4.819, 3.706, 3.563], [5.829, 6.004, 3.574], [2.624, 0.632, 4.611], [0.330, -0.160, 4.223], [1.889, -2.111, -1.770], [4.308, -1.631, -1.375], [5.009, -0.163, 0.458], [-3.813, 0.794, -3.476], [-3.317, 0.253, -2.464], [-2.183, -0.383, -2.377], [-4.133, 0.400, -1.192], [-5.408, 0.980, -1.168], [-6.323, 0.740, -0.118], [-5.819, 0.183, 1.036], [-4.460, -0.169, 1.027], [-3.683, -0.104, -0.045], [-5.669, 1.581, -2.048], [-7.415, 0.978, -0.279], [-6.499, -0.022, 1.868], [-4.028, -0.526, 1.952], [-1.612, 3.272, -1.994], [-1.044, 2.156, -0.648], [-1.457, 3.103, 0.895], [0.781, 2.494, -0.502], [-1.811, 4.345, -1.690], [-2.535, 2.854, -2.364], [-0.937, 3.264, -2.866], [-1.101, 4.096, 0.834], [-1.099, 2.603, 1.829], [-2.578, 3.200, 1.003], [0.819, 3.561, -0.701], [1.453, 2.007, -1.248], [1.073, 2.306, 0.554], [-2.986, -3.875, -0.348], [-3.274, -5.290, -0.928], [-2.226, -5.746, -1.874], [-2.126, -4.776, -2.997], [-2.197, -3.322, -2.529], [-1.845, -3.224, -1.055], [-0.644, -4.119, -0.793], [-0.972, -5.593, -1.056], [-2.728, -3.985, 0.718], [-3.905, -3.230, -0.406], [-4.288, -5.345, -1.380], [-3.266, -5.969, -0.042], [-2.928, -4.946, -3.684], [-1.211, -4.995, -3.501], [-3.183, -2.877, -2.600], [-1.510, -2.676, -3.045], [-0.368, -4.092, 0.246], [0.219, -3.842, -1.385], [-1.056, -6.140, -0.045], [-0.129, -6.063, -1.601]], "energy_ha": -5310.8508, "homo_energy_ev": [-6.9, -6.9], "gap_ev": [6.418, 6.420], "e_above_lowest_kcal_mol": 0.36, "fmax_ev_per_a": 3.1}

=====

# 6
{"formula": "C30H34ClN3O2", "method": "ωB97M-V/def2-TZVPD", "elements": ["Cl", "C", "C", "C", "C", "O", "C", "C", "H", "H", "H", "H", "C", "N", "C", "O", "C", "C", "C", "C", "C", "C", "C", "C", "N", "C", "C", "C", "C", "C", "C", "C", "N", "C", "C", "C", "C", "C", "C", "C", "H", "H", "H", "H", "H", "H", "H", "H", "H", "H", "H", "H", "H", "H", "H", "H", "H", "H", "H", "H", "H", "H", "H", "H", "H", "H", "H", "H", "H", "H"], "xyz": [[-3.466, 1.667, 0.942], [-1.997, 1.440, 1.796], [-1.044, 2.464, 1.853], [0.102, 2.297, 2.598], [0.368, 1.044, 3.180], [1.602, 0.955, 3.684], [-0.602, 0.019, 3.174], [-1.790, 0.234, 2.488], [-1.202, 3.365, 1.281], [0.884, 3.053, 2.694], [-0.372, -0.863, 3.788], [-2.545, -0.544, 2.489], [5.560, 0.178, 10.869], [4.629, 0.790, 9.931], [3.813, 1.819, 10.309], [3.729, 2.286, 11.440], [3.055, 2.257, 9.048], [3.513, 3.626, 8.569], [3.154, 4.724, 9.546], [1.816, 5.100, 9.693], [1.449, 6.022, 10.681], [2.431, 6.598, 11.501], [3.777, 6.233, 11.338], [4.139, 5.327, 10.337], [3.367, 1.183, 8.097], [2.744, 1.082, 6.908], [2.978, 0.127, 5.973], [2.078, -0.319, 4.877], [2.688, -1.207, 3.823], [2.307, -1.231, 2.452], [2.750, -2.191, 1.562], [3.661, -3.159, 2.015], [4.021, -4.205, 1.184], [5.189, -4.096, 0.334], [3.518, -5.551, 1.407], [4.182, -3.052, 3.309], [3.756, -2.045, 4.165], [4.411, 0.268, 8.581], [5.723, 0.365, 7.789], [3.945, -1.196, 8.643], [5.601, 0.804, 11.767], [5.238, -0.838, 11.145], [6.564, 0.113, 10.426], [1.978, 2.262, 9.282], [4.604, 3.589, 8.436], [3.050, 3.831, 7.594], [1.061, 4.648, 9.044], [0.394, 6.289, 10.810], [2.150, 7.329, 12.266], [4.547, 6.652, 11.993], [5.186, 5.049, 10.187], [2.038, 1.886, 6.761], [3.989, -0.324, 6.092], [0.910, -0.364, 5.019], [1.674, -0.454, 2.007], [2.334, -2.205, 0.549], [5.508, -3.051, 0.293], [6.011, -4.714, 0.713], [4.924, -4.439, -0.672], [2.656, -5.506, 2.077], [3.210, -5.971, 0.442], [4.286, -6.201, 1.842], [4.907, -3.779, 3.699], [4.248, -1.968, 5.137], [6.140, 1.380, 7.871], [6.437, -0.373, 8.189], [5.566, 0.148, 6.730], [3.169, -1.311, 9.412], [3.528, -1.507, 7.680], [4.804, -1.846, 8.875]], "energy_ha": -1938.4103, "homo_energy_ev": -7.6, "gap_ev": 7.740, "fmax_ev_per_a": 3.8}